[1]
Computed, not measured: C30H46IrN7OSi as an isolated structure, with wB97M-V/def2-TZVPD.

```
86
Properties=species:S:1:pos:R:3:forces:R:3:mulliken_spin:R:1
Ir 0.328 -0.028 1.515 -0.13 -0.11 -0.16 2.18
C 0.744 1.722 4.192 -0.02 0.01 0.01 -0.02
C 2.111 1.186 3.791 0.01 -0.03 -0.02 0.03
N 2.005 -0.138 3.166 0.06 0.03 0.11 0.16
C 1.711 -1.295 4.027 0.00 0.01 -0.01 0.02
C 0.237 -1.414 4.395 0.00 0.00 0.02 0.00
N -0.665 -1.269 3.229 0.00 0.00 -0.02 0.17
C -1.893 -0.522 3.548 -0.02 0.01 -0.01 0.03
C -1.587 0.972 3.789 -0.01 -0.01 -0.01 -0.01
N -0.303 1.409 3.187 0.05 0.07 0.02 0.13
H 0.447 1.304 5.151 0.00 0.00 0.00 0.00
H 0.814 2.801 4.340 0.00 0.00 0.00 0.00
H 2.562 1.843 3.047 0.00 0.00 0.00 0.00
H 2.768 1.173 4.667 0.00 0.01 0.00 0.00
H 2.865 -0.326 2.667 -0.01 0.00 -0.01 -0.02
H 2.013 -2.181 3.466 0.00 0.00 0.00 0.00
H 2.305 -1.270 4.946 0.00 -0.01 0.00 0.00
H 0.079 -2.377 4.885 0.00 0.00 0.00 0.00
H -0.036 -0.659 5.128 0.00 0.00 0.00 0.00
H -0.918 -2.186 2.881 0.00 0.00 0.01 -0.01
H -2.564 -0.637 2.699 0.01 0.00 0.02 0.00
H -2.395 -0.935 4.428 0.00 0.00 0.00 0.00
H -2.398 1.562 3.364 0.00 0.00 0.01 0.00
H -1.577 1.191 4.856 0.00 0.00 0.00 0.00
H -0.463 2.242 2.619 0.00 -0.02 0.01 0.00
C 1.455 -1.414 0.436 0.06 0.05 0.01 0.17
Si 1.170 -1.681 -1.374 0.00 -0.02 -0.01 0.12
C 1.633 -0.033 -2.393 0.01 -0.01 0.01 0.10
N 1.075 1.177 -1.983 0.00 0.01 0.00 0.60
C 1.730 2.034 -1.015 0.00 0.00 0.01 0.04
C 2.180 3.338 -1.707 0.00 0.00 0.00 0.08
C 1.171 3.775 -2.780 0.00 0.00 0.00 0.00
C -0.212 3.207 -2.472 0.00 0.00 0.00 0.01
C -0.163 1.682 -2.559 0.00 0.00 0.00 -0.01
C 2.372 -2.863 -2.150 0.00 0.00 0.01 0.02
C 3.725 -2.842 -1.791 0.00 0.00 0.00 0.00
C 4.633 -3.701 -2.388 0.00 0.00 0.00 0.00
C 4.201 -4.597 -3.358 0.00 0.00 0.00 0.01
C 2.864 -4.633 -3.727 0.00 0.00 0.00 0.00
C 1.957 -3.770 -3.128 -0.01 0.00 0.00 0.01
C -0.576 -2.205 -1.778 -0.02 0.05 -0.07 0.02
C -1.104 -3.262 -1.027 -0.12 -0.09 0.00 0.00
C -2.359 -3.792 -1.307 0.09 0.10 -0.04 0.00
C -3.114 -3.265 -2.351 0.04 -0.05 0.07 0.00
C -2.605 -2.223 -3.113 0.12 0.09 0.00 0.00
C -1.344 -1.704 -2.832 -0.09 -0.09 0.05 -0.02
H 2.522 -1.158 0.509 0.00 0.00 -0.01 0.00
H 1.360 -2.417 0.874 0.01 -0.01 0.00 0.02
H 1.361 -0.276 -3.422 0.00 0.00 0.00 0.02
H 2.719 -0.018 -2.276 0.00 0.00 0.00 0.01
H 2.564 1.491 -0.575 0.00 0.00 0.00 0.03
H 1.001 2.260 -0.228 -0.01 0.00 0.00 -0.04
H 3.168 3.199 -2.144 0.00 0.00 0.00 0.00
H 2.273 4.095 -0.928 0.00 0.00 0.00 0.00
H 1.490 3.418 -3.763 0.00 0.00 0.00 0.00
H 1.134 4.861 -2.843 0.00 0.00 0.00 0.00
H -0.958 3.563 -3.183 0.00 0.00 0.00 0.00
H -0.528 3.525 -1.477 0.00 0.00 0.01 0.01
H -0.197 1.350 -3.599 0.00 0.00 0.00 0.02
H -1.000 1.209 -2.030 0.00 0.00 0.00 0.03
H 4.080 -2.155 -1.030 0.00 0.00 0.00 0.00
H 5.675 -3.677 -2.099 0.00 0.00 0.00 0.00
H 4.908 -5.270 -3.824 0.00 0.00 0.00 0.00
H 2.528 -5.333 -4.479 0.00 0.00 0.00 0.00
H 0.914 -3.815 -3.421 0.00 0.00 0.00 0.00
H -0.519 -3.704 -0.227 0.01 -0.01 0.01 0.00
H -2.739 -4.626 -0.731 0.00 -0.01 0.01 0.00
H -4.083 -3.685 -2.584 -0.01 0.00 -0.01 0.00
H -3.178 -1.830 -3.943 0.00 0.00 0.00 0.00
H -0.957 -0.914 -3.466 -0.01 0.00 -0.01 0.00
C -2.922 4.680 0.224 0.00 0.01 0.00 0.00
N -2.950 3.216 0.160 0.00 0.00 0.00 0.00
C -4.036 2.545 -0.289 0.00 -0.01 0.01 0.00
C -4.070 1.196 -0.317 0.01 0.00 -0.02 0.00
C -2.909 0.513 0.143 -0.01 -0.01 0.03 -0.02
N -1.835 1.165 0.588 0.00 0.02 0.06 0.10
C -1.829 2.530 0.616 0.02 0.02 -0.04 -0.01
O -0.865 3.177 1.028 -0.01 -0.01 0.01 0.00
N -2.880 -0.826 0.167 -0.02 0.00 -0.02 0.00
H -3.861 5.061 -0.168 0.00 0.00 0.00 0.00
H -2.093 5.064 -0.365 0.00 0.00 0.00 0.00
H -2.793 5.004 1.254 0.00 0.00 0.00 0.00
H -4.869 3.152 -0.617 0.00 0.00 0.00 0.00
H -4.938 0.663 -0.671 0.00 0.00 0.00 0.00
H -3.584 -1.351 -0.327 0.01 0.00 0.00 0.00
H -1.984 -1.279 0.277 0.00 0.00 -0.01 0.05
```
Positions in Å, forces in eV/Å.

Computed properties:
DFT total energy (a.u.): -2022.5919
Frontier orbital gap (spin up / spin down) (eV): 7.61 / 6.59
LUMO (spin up / spin down) (eV): -4.57 / -7.04
2S+1: 5
Maximum force (eV/A): 0.24
HOMO energy (spin up / spin down) (eV): -12.2 / -13.6
⟨S²⟩: 6.01
Energy above the lowest of the compared OMol25 structures with the same formula, charge and spin (kcal/mol): 0.0
Total charge: +2

***

[2]
Computed, not measured: C18H42MnN7O9 as an isolated structure, with wB97M-V/def2-TZVPD.

```
77
Properties=species:S:1:pos:R:3:forces:R:3:mulliken_spin:R:1
Mn -0.403 -0.800 -0.036 -0.79 0.33 -0.90 4.80
N -2.971 0.638 -1.434 -0.89 1.45 -0.62 0.01
O -2.093 -0.187 -1.220 2.96 -2.59 0.22 0.02
O -2.943 1.324 -2.431 0.66 0.89 -1.88 0.01
O -3.860 0.760 -0.642 -2.30 0.16 2.47 0.01
C -3.464 -2.679 2.412 -0.14 0.20 0.33 0.00
C -2.433 -1.560 2.424 -0.54 -1.18 -0.43 0.01
O -1.641 -1.457 1.497 0.31 -0.09 -0.16 0.03
N -2.362 -0.737 3.457 0.44 0.53 1.01 0.01
C -3.145 -0.744 4.664 -1.17 0.63 0.60 0.00
H -4.478 -2.280 2.445 0.00 0.12 -0.03 0.00
H -3.358 -3.311 3.294 0.08 0.02 0.10 0.00
H -3.377 -3.317 1.533 0.20 0.40 -0.01 0.00
H -1.614 -0.059 3.428 -0.03 -0.07 -0.29 0.00
H -3.508 -1.730 4.956 0.24 0.05 -0.10 0.00
H -4.004 -0.079 4.581 -0.42 -0.23 -0.41 0.00
H -2.657 -0.261 5.510 0.74 -0.49 -0.15 0.00
C 1.558 2.801 1.012 -1.42 0.43 -0.68 0.00
C 0.105 2.280 1.040 0.93 0.13 1.10 0.00
O -0.127 1.108 0.778 -0.41 -0.25 -0.11 0.00
N -0.833 3.105 1.520 -1.02 -0.24 1.10 0.01
C -2.281 2.776 1.795 0.16 0.69 -1.74 0.00
H 1.688 3.272 0.037 0.10 0.30 -0.04 0.00
H 2.295 1.999 1.044 -0.32 0.01 0.49 0.00
H 1.623 3.567 1.785 0.62 -0.16 -0.04 0.00
H -0.600 4.071 1.703 0.20 -0.24 -0.06 0.00
H -2.571 1.726 1.791 0.72 -0.03 0.01 0.00
H -2.787 3.211 0.934 -0.43 -0.23 -0.06 0.00
H -2.735 3.288 2.643 0.82 -0.02 0.33 0.00
C 2.751 -3.410 1.067 -0.02 1.39 0.97 0.00
C 2.217 -2.025 1.563 -0.61 -0.04 -1.73 0.01
O 1.362 -1.413 0.863 2.23 -1.02 2.65 0.03
N 2.834 -1.511 2.672 -0.83 -1.31 -1.67 0.01
C 2.377 -0.356 3.385 0.20 -0.09 0.39 0.00
H 3.781 -3.369 1.421 0.20 -0.73 -0.41 0.00
H 2.669 -3.530 -0.013 0.09 0.41 0.14 0.00
H 2.235 -4.257 1.518 0.01 0.22 0.28 0.00
H 3.519 -2.084 3.144 -0.14 -0.08 -0.25 0.00
H 1.470 0.024 2.915 0.21 0.15 0.03 0.00
H 3.202 0.356 3.408 -0.38 0.41 0.06 0.00
H 2.179 -0.706 4.398 -0.23 0.47 0.15 0.00
C 0.574 -0.387 -3.950 0.71 0.24 -0.02 0.00
C 1.498 -0.153 -2.734 -3.51 -0.37 0.36 0.01
O 0.943 -0.354 -1.625 2.22 0.70 -1.15 0.02
N 2.723 0.336 -2.921 0.38 0.38 0.64 0.00
C 3.629 0.633 -1.806 0.52 -0.38 -0.24 0.00
H 0.867 0.259 -4.778 0.14 -0.38 -0.28 0.00
H -0.475 -0.169 -3.751 0.19 0.34 0.70 0.00
H 0.547 -1.444 -4.213 0.48 0.05 -0.25 0.00
H 3.115 0.344 -3.851 -0.28 0.06 0.07 0.00
H 4.355 -0.180 -1.758 -0.12 -0.20 0.55 0.00
H 3.086 0.773 -0.872 -0.10 -0.36 -0.24 0.00
H 4.258 1.511 -1.955 -0.45 0.27 -0.45 0.00
C 2.101 4.558 -3.573 0.41 0.03 0.51 0.00
C 1.115 5.267 -2.633 -0.15 2.28 -1.39 0.00
O 1.066 6.515 -2.551 0.31 -2.70 0.24 0.00
N 0.216 4.457 -2.029 -0.55 -1.13 0.82 0.00
C -0.810 4.972 -1.164 -1.14 1.65 0.34 0.00
H 1.909 4.718 -4.634 -0.44 0.19 0.17 0.00
H 2.163 3.484 -3.399 -0.20 -0.11 0.05 0.00
H 3.105 4.950 -3.408 -0.06 0.17 0.14 0.00
H 0.192 3.463 -2.205 0.28 0.21 -0.21 0.00
H -1.202 5.883 -1.617 0.35 0.33 0.15 0.00
H -0.498 5.217 -0.149 0.67 0.28 -0.13 0.00
H -1.746 4.450 -0.969 0.44 -1.23 -0.82 0.00
C -0.956 -3.793 -2.999 -0.77 0.13 0.61 0.00
C -0.752 -3.790 -1.481 0.17 2.03 -0.22 0.01
O -0.507 -2.730 -0.853 -0.23 -2.29 -0.91 0.01
N -0.900 -4.957 -0.874 0.71 -1.84 1.20 0.00
C -0.737 -5.231 0.584 -1.07 0.54 -0.70 0.00
H -1.452 -4.709 -3.317 0.50 -0.20 -0.14 0.00
H -0.049 -3.565 -3.559 0.01 -0.27 0.21 0.00
H -1.692 -3.024 -3.234 0.16 0.31 0.15 0.00
H -1.046 -5.799 -1.411 0.02 0.44 -0.31 0.00
H -0.907 -6.286 0.800 0.06 -0.01 -0.45 0.00
H -1.582 -4.699 1.021 0.49 0.17 0.66 0.00
H 0.230 -4.964 1.009 -0.20 0.36 -0.29 0.00
```
Positions in Å, forces in eV/Å.

Computed properties:
DFT total energy (a.u.): -2922.3529
Frontier orbital gap (spin up / spin down) (eV): 8.12 / 8.15
LUMO (spin up / spin down) (eV): -2.10 / -2.10
2S+1: 6
Maximum force (eV/A): 3.95
HOMO energy (spin up / spin down) (eV): -10.2 / -10.2
⟨S²⟩: 8.75
Energy above the lowest of the compared OMol25 structures with the same formula, charge and spin (kcal/mol): 0.0
Total charge: +1

***

[3]
Computed, not measured: a 9-piece molecular cluster, C26H70O9S5 overall, with wB97M-V/def2-TZVPD.

```
110
Properties=species:S:1:pos:R:3:forces:R:3:lowdin_charge:R:1
C 3.092 3.848 1.903 1.43 0.50 0.38 -0.08
C 2.993 4.678 0.672 0.47 1.86 -1.05 -0.28
O 3.169 3.955 -0.582 -0.24 0.03 2.22 -0.18
C 3.355 4.802 -1.677 1.08 -0.60 -0.60 -0.30
C 3.479 3.881 -2.915 0.47 0.53 0.48 -0.05
H 4.058 3.343 1.867 -0.14 -0.50 0.10 0.08
H 3.173 4.510 2.798 -0.44 -0.40 -0.67 0.10
H 2.272 3.185 1.980 -0.72 -0.87 0.34 0.04
H 2.004 5.197 0.672 0.59 -0.14 -0.29 0.12
H 3.814 5.472 0.764 -1.03 -0.76 -0.46 0.13
H 2.554 5.516 -1.758 -0.82 0.22 -0.25 0.10
H 4.254 5.440 -1.524 -0.10 -0.44 -0.17 0.12
H 3.567 4.491 -3.793 -0.34 0.49 -0.62 0.06
H 2.608 3.220 -3.007 0.38 0.05 0.07 0.06
H 4.438 3.326 -2.946 -0.65 -0.06 0.55 0.07
C -1.169 3.816 -0.402 0.23 -0.64 -0.66 -0.06
C -1.652 2.740 0.565 0.10 1.05 -1.25 -0.29
O -1.001 2.993 1.780 0.13 -0.25 0.15 -0.14
C -1.353 1.939 2.622 -1.21 0.48 2.46 -0.32
C -0.929 2.160 4.097 1.31 0.52 -1.32 -0.04
H -0.100 3.954 -0.212 -0.12 0.20 -0.13 0.07
H -1.271 3.457 -1.434 0.03 0.05 0.09 0.07
H -1.705 4.756 -0.359 -0.01 0.15 0.38 0.07
H -2.763 2.831 0.681 0.73 -0.55 0.00 0.13
H -1.331 1.745 0.158 -0.53 0.47 0.41 0.11
H -2.436 1.842 2.571 -0.40 -0.14 0.22 0.11
H -0.984 1.006 2.271 0.69 -0.92 -0.54 0.06
H -1.269 1.392 4.777 -0.37 -0.19 -0.06 0.05
H -1.171 3.161 4.467 -0.30 -0.23 -0.15 0.08
H 0.174 2.122 4.075 -0.18 0.02 0.30 0.07
C -2.051 -1.248 -0.672 1.18 -0.73 -0.26 -0.04
C -0.526 -1.183 -0.873 -0.18 0.00 0.16 -0.27
O 0.200 -1.199 0.321 0.50 -0.22 1.43 -0.20
C 1.608 -0.850 0.281 -0.79 -1.51 0.87 -0.27
C 1.760 0.591 0.215 -0.20 1.89 -1.21 -0.06
H -2.402 -2.049 -0.025 0.31 -0.54 -0.28 0.07
H -2.434 -0.400 -0.186 -0.36 1.59 0.44 0.04
H -2.467 -1.328 -1.673 -0.34 -0.13 0.05 0.07
H -0.205 -2.073 -1.396 -0.01 -0.25 -0.95 0.10
H -0.270 -0.278 -1.425 0.02 -0.14 -0.26 0.08
H 2.011 -1.184 1.241 -0.17 -0.35 -0.01 0.12
H 2.167 -1.390 -0.490 -0.23 0.03 -0.28 0.10
H 1.086 1.090 0.889 -0.48 0.11 0.43 0.07
H 1.526 0.941 -0.794 0.13 0.28 0.01 0.08
H 2.733 0.958 0.475 0.79 -0.02 -0.04 0.08
C -10.673 -0.955 3.265 0.09 1.27 -1.24 -0.08
C -9.833 0.223 3.819 -0.42 -0.34 -0.38 -0.27
O -8.517 0.083 3.263 -0.62 0.19 0.62 -0.18
C -7.478 0.477 4.139 0.36 -0.13 -0.11 -0.29
C -6.155 -0.049 3.570 -0.90 0.24 0.20 -0.07
H -10.556 -1.928 3.706 0.50 -0.20 0.53 0.06
H -11.750 -0.721 3.302 0.38 0.01 -0.17 0.07
H -10.324 -1.028 2.202 -0.68 -0.09 0.74 0.09
H -10.292 1.193 3.502 0.37 -0.64 0.06 0.12
H -9.832 0.242 4.919 0.30 -0.13 -0.16 0.11
H -7.497 1.569 4.323 0.19 -0.28 -0.31 0.12
H -7.627 0.016 5.113 -0.17 -0.19 0.29 0.11
H -5.402 -0.018 4.335 0.56 0.19 0.30 0.06
H -5.846 0.545 2.716 0.12 -0.15 -0.19 0.07
H -6.288 -1.105 3.311 -0.02 0.25 -0.20 0.08
C -1.278 0.453 -3.725 1.37 -0.79 0.70 -0.26
S 0.059 1.442 -4.419 0.27 0.23 0.84 0.82
O 1.325 0.886 -3.809 -0.68 0.29 -0.59 -0.57
C -0.175 0.863 -6.099 1.99 -0.97 0.66 -0.26
H -2.124 0.506 -4.374 -0.78 0.21 -0.09 0.05
H -1.416 0.810 -2.691 -0.39 -0.10 -0.61 0.04
H -0.899 -0.603 -3.704 -0.38 0.84 -0.10 0.05
H 0.727 1.175 -6.637 -0.35 0.19 -0.08 0.06
H -1.053 1.366 -6.444 -0.61 -0.13 -0.50 0.04
H -0.135 -0.244 -6.049 -0.66 0.47 -0.35 0.05
C 4.099 -5.475 0.538 1.18 -1.45 -0.25 -0.30
S 3.654 -3.915 -0.066 -0.42 1.98 0.24 0.78
O 4.065 -3.706 -1.481 0.20 -0.41 -0.10 -0.54
C 1.924 -4.337 -0.121 0.20 -0.67 0.86 -0.24
H 5.185 -5.551 0.694 -0.32 -0.02 -0.44 0.07
H 3.708 -6.205 -0.185 0.39 -0.18 0.38 0.07
H 3.662 -5.599 1.516 -0.36 -0.04 0.26 0.05
H 1.372 -3.432 -0.293 -0.52 0.10 -0.10 0.01
H 1.675 -4.847 0.828 -0.17 0.65 -0.29 0.07
H 1.835 -5.092 -0.888 -0.26 0.04 -0.57 0.06
C 6.702 -1.284 -1.111 0.67 0.03 1.31 -0.26
S 6.694 0.039 0.114 0.60 -0.18 0.74 0.79
O 8.043 0.134 0.737 -0.05 -0.21 -0.10 -0.56
C 6.527 1.319 -1.072 -2.48 0.70 0.67 -0.29
H 6.654 -2.206 -0.495 0.23 0.36 -0.90 0.05
H 7.590 -1.141 -1.736 -0.06 -0.43 0.22 0.07
H 5.815 -1.125 -1.672 -0.87 -0.32 -0.61 0.03
H 7.170 1.243 -1.903 0.83 -0.12 -0.95 0.04
H 6.561 2.304 -0.595 0.22 -0.26 -0.01 0.06
H 5.449 1.155 -1.335 0.79 0.44 -0.38 0.06
C 1.960 -2.082 -4.002 0.81 0.56 -1.53 -0.27
S 0.778 -3.353 -4.405 0.09 -0.24 1.53 0.78
O -0.349 -2.730 -5.154 0.24 0.21 -0.44 -0.55
C 1.857 -4.206 -5.523 -1.16 -1.57 -0.79 -0.28
H 2.384 -1.669 -4.976 -0.46 -0.44 1.23 0.09
H 2.757 -2.450 -3.364 0.14 -0.43 -0.02 0.04
H 1.492 -1.264 -3.492 -0.48 0.37 0.20 -0.01
H 2.717 -4.663 -5.051 0.22 0.40 0.35 0.06
H 2.097 -3.511 -6.305 0.37 0.17 -0.53 0.04
H 1.268 -5.069 -5.931 0.39 0.87 0.14 0.07
C -2.537 -3.040 3.335 0.81 -1.13 -1.13 -0.27
S -2.011 -1.388 3.357 -1.57 1.86 0.34 0.79
O -2.613 -0.866 4.649 0.88 -0.28 -0.80 -0.53
C -0.281 -1.562 3.469 2.29 -0.14 -0.15 -0.28
H -3.603 -3.009 3.304 -0.69 -0.09 -0.08 0.04
H -2.196 -3.451 4.248 0.16 -0.71 1.04 0.05
H -2.112 -3.614 2.486 -0.33 0.41 0.36 0.07
H 0.172 -2.009 4.359 -0.68 0.04 0.32 0.07
H 0.158 -0.549 3.365 -0.31 -0.50 0.00 0.05
H 0.110 -2.171 2.629 -0.56 0.50 0.10 0.05
```
Positions in Å, forces in eV/Å.

Computed properties:
DFT total energy (a.u.): -3700.4292
Frontier orbital gap (eV): 8.75
LUMO (eV): 0.08
Maximum force (eV/A): 2.78
HOMO energy (eV): -8.7